No. 1
Entry from the OMol25 dataset: a structure of composition C21H20AsBr2N2O6OsSSi (ωB97M-V with the def2-TZVPD basis set).

Cartesian coordinates (Å):
Os (0.67515, 0.63418, 0.28346)
Br (-3.64865, 3.18357, -4.21694)
C (-2.43893, 2.48430, -2.97743)
C (-1.11392, 2.89825, -2.98175)
C (-0.25695, 2.34252, -2.05917)
N (-0.66267, 1.42928, -1.16479)
C (-1.94979, 1.03245, -1.14811)
C (-2.86171, 1.53798, -2.05640)
C (-2.31280, 0.00422, -0.14416)
C (-3.60943, -0.18223, 0.28976)
C (-3.84545, -1.18452, 1.22580)
Br (-5.58363, -1.46508, 1.86066)
C (-2.79677, -1.95628, 1.68905)
C (-1.52503, -1.67717, 1.21856)
N (-1.28802, -0.72908, 0.31764)
H (-0.75426, 3.63302, -3.68613)
H (0.78349, 2.63102, -2.00773)
H (-3.88203, 1.18673, -2.06082)
H (-4.41776, 0.44264, -0.05846)
H (-2.94985, -2.73361, 2.42217)
H (-0.66731, -2.22995, 1.57325)
O (2.08757, -1.03175, 4.25588)
As (1.00514, 0.03850, 3.41043)
O (-0.52783, -0.41569, 3.63445)
O (1.55469, -0.21173, 1.74432)
C (1.78162, 1.74270, 3.87163)
C (2.64028, 1.74007, 4.96520)
C (3.29045, 2.90396, 5.35279)
C (3.09387, 4.08005, 4.65063)
C (2.23611, 4.09706, 3.56061)
C (1.58600, 2.93552, 3.17402)
S (0.53767, 3.09654, 1.75717)
O (-0.23202, 4.28391, 1.87827)
O (1.38415, 2.97031, 0.55314)
O (-0.28898, 1.81644, 1.76048)
H (1.58437, -1.80241, 4.55489)
H (2.80564, 0.82395, 5.51259)
H (3.95144, 2.88413, 6.20832)
H (3.59845, 4.98767, 4.95148)
H (2.05506, 5.01480, 3.01716)
C (4.02866, 2.08666, -3.56200)
Si (4.36587, 0.39463, -2.84362)
C (4.64957, -0.90058, -4.14787)
C (5.70793, 0.44023, -1.55090)
C (2.79744, -0.00621, -1.88437)
C (1.84472, -0.00054, -1.09531)
H (4.92014, 2.46363, -4.06795)
H (3.77137, 2.79767, -2.77464)
H (3.21862, 2.06249, -4.29259)
H (5.56629, -0.66994, -4.69517)
H (3.83213, -0.93979, -4.86856)
H (4.76574, -1.89215, -3.70904)
H (6.66285, 0.70259, -2.01153)
H (5.82517, -0.52750, -1.06216)
H (5.48696, 1.18485, -0.78495)

Forces on the atoms, in the same order (eV/Å):
Os -0.0537 -0.7725 -0.2695
Br 0.0112 -0.0052 0.0146
C 0.0200 -0.0074 -0.0023
C -0.0061 -0.0098 0.0114
C -0.0023 0.0494 0.0028
N 0.0382 0.1160 0.0307
C -0.0097 -0.0020 -0.0657
C 0.0244 0.0152 0.0430
C -0.0918 -0.0424 -0.0088
C 0.0459 -0.0421 -0.0164
C 0.0129 0.0002 -0.0070
Br 0.0183 0.0002 -0.0080
C -0.0106 0.0087 -0.0170
C 0.0219 -0.0776 0.0037
N -0.1117 0.3595 0.1482
H 0.0024 0.0026 0.0020
H -0.0032 0.0034 -0.0056
H -0.0102 0.0024 -0.0030
H -0.0121 0.0010 -0.0041
H 0.0053 -0.0013 0.0010
H 0.0009 0.0072 0.0280
O 0.0167 0.0195 -0.0567
As 0.2088 0.0174 0.1093
O -0.0974 -0.0095 -0.0072
O -0.0125 0.1381 -0.0916
C -0.0052 -0.0864 -0.0025
C -0.0093 -0.0187 0.0366
C -0.0080 0.0057 -0.0110
C -0.0273 -0.0288 -0.0234
C -0.0146 0.0358 0.0345
C -0.0846 0.0780 -0.0224
S 0.0072 0.0245 -0.0065
O -0.0090 0.0041 -0.0082
O 0.0354 0.0579 0.0946
O -0.0341 0.0043 -0.0020
H 0.0227 0.0314 0.0122
H 0.0061 -0.0040 0.0011
H 0.0002 -0.0049 0.0014
H -0.0043 0.0066 -0.0045
H -0.0048 0.0028 -0.0041
C 0.0514 -0.0674 0.0199
Si 0.0129 -0.0421 -0.0400
C -0.0061 0.0325 0.0437
C -0.0402 -0.0010 -0.0755
C 0.0458 0.0535 -0.0467
C 0.1135 0.1594 0.1509
H 0.0025 -0.0065 -0.0061
H -0.0053 0.0011 0.0045
H -0.0125 -0.0166 0.0071
H -0.0022 0.0009 -0.0013
H -0.0158 0.0126 0.0079
H -0.0022 0.0003 0.0155
H -0.0021 0.0023 -0.0041
H -0.0099 -0.0116 -0.0063
H -0.0060 0.0034 0.0028

- gap between HOMO and LUMO (spin up / spin down) (eV) = 8.001 / 7.256
- expectation value of S² = 6.06
- net charge = +1
- spin multiplicity = 5
- energy relative to the best compared isomer or geometry (same formula, charge and spin) (kJ/mol) = 0.0
- LUMO energy (spin up / spin down) (eV) = -3.75 / -5.37


No. 2
Entry from the OMol25 dataset: an isolated molecule of C21H20ClN3O3 at a distorted geometry (ωB97M-V with the def2-TZVPD basis set).

Cartesian coordinates (Å):
C (4.92575, -3.58924, 2.08779)
O (5.82781, -2.62938, 1.60459)
C (5.28201, -1.83156, 0.57878)
C (6.34343, -0.83493, 0.12410)
C (5.85581, 0.02116, -1.04536)
N (4.73135, 0.85150, -0.68101)
C (3.46297, 0.52763, -1.01146)
O (3.17230, -0.41733, -1.71651)
C (2.40793, 1.44638, -0.45392)
C (2.86028, 2.54490, 0.29429)
N (3.32217, 3.40430, 0.90442)
C (1.11700, 1.12000, -0.68583)
C (-0.09222, 1.79334, -0.27489)
C (-0.11540, 3.09929, 0.22306)
C (-1.31522, 3.67467, 0.59539)
C (-2.49856, 2.96822, 0.48771)
C (-2.49451, 1.66412, -0.01026)
N (-3.71919, 0.99986, -0.09718)
C (-3.96261, -0.28758, -0.46958)
O (-3.12440, -1.06529, -0.87062)
C (-5.41105, -0.67621, -0.41192)
C (-5.88687, -1.44388, -1.47341)
C (-7.19849, -1.87414, -1.51616)
C (-8.05876, -1.55771, -0.47763)
C (-7.60092, -0.82195, 0.60060)
C (-6.28636, -0.38304, 0.63139)
Cl (-5.76472, 0.48871, 2.04341)
C (-1.29367, 1.08787, -0.39961)
H (4.61207, -4.27697, 1.29241)
H (5.44722, -4.14463, 2.86460)
H (4.03073, -3.11699, 2.51286)
H (4.96694, -2.46039, -0.26808)
H (4.38959, -1.30283, 0.95075)
H (6.61736, -0.20008, 0.96890)
H (7.23112, -1.38913, -0.18088)
H (5.52040, -0.61966, -1.86418)
H (6.66688, 0.66403, -1.39853)
H (4.89966, 1.60404, -0.02992)
H (0.97934, 0.20347, -1.25081)
H (0.79757, 3.66548, 0.30531)
H (-1.32952, 4.68471, 0.97593)
H (-3.43162, 3.42350, 0.78851)
H (-4.51128, 1.53967, 0.22586)
H (-5.19473, -1.69494, -2.26275)
H (-7.54739, -2.46017, -2.35209)
H (-9.08470, -1.89185, -0.49685)
H (-8.25779, -0.58876, 1.42415)
H (-1.28774, 0.08177, -0.78540)

Forces on the atoms, in the same order (eV/Å):
C -0.0701 -0.0258 0.0086
O 0.2137 0.1713 -0.0472
C 0.0651 0.1175 -0.0959
C -0.3604 -0.1862 -0.0283
C 0.2291 -0.2695 0.0293
N 0.0644 0.1807 0.1529
C 0.1286 0.1904 -0.0045
O -0.1143 -0.2595 -0.0946
C -0.8175 -0.9551 -0.6419
C 0.1444 0.6813 0.5163
N 0.0410 0.0936 0.0428
C 0.7898 -0.0368 0.0203
C -0.5984 0.4874 0.2575
C 0.1283 -0.1214 -0.0806
C -0.0454 -0.0174 0.0074
C 0.0592 -0.1549 -0.0536
C 0.3054 0.1420 0.0250
N -0.2399 0.2354 -0.0376
C -0.1736 0.1657 0.0665
O 0.1162 -0.0860 -0.0749
C -0.1539 -0.1694 0.0689
C 0.0352 0.0707 0.0556
C 0.0225 -0.0004 -0.0290
C 0.0516 0.0301 0.0453
C -0.0467 0.0384 0.0231
C -0.0114 -0.1095 -0.1801
Cl -0.1107 0.0258 0.2148
C 0.2192 -0.0939 -0.0333
H 0.0017 -0.0035 0.0379
H -0.0872 -0.0518 0.0086
H 0.0201 -0.0351 0.0043
H -0.0093 0.0551 0.0586
H 0.0581 -0.0735 -0.0667
H 0.0705 0.0176 0.0274
H 0.0722 0.0057 -0.0023
H 0.1162 0.1218 0.0226
H -0.0852 -0.0882 -0.0412
H -0.0990 -0.0089 -0.0754
H 0.1122 -0.0073 -0.0097
H -0.0046 0.0982 0.0269
H -0.0082 0.0783 0.0263
H -0.1042 0.0497 0.0274
H 0.1456 -0.2044 -0.1045
H 0.0635 -0.0296 -0.0514
H -0.0237 -0.0461 -0.0798
H -0.0904 -0.0273 0.0075
H -0.0195 0.0235 0.0809
H 0.0000 -0.0188 -0.0305

- gap between HOMO and LUMO (eV) = 8.221
- net charge = 0
- structure (SMILES) = COCCCNC(=O)/C(C#N)=C/c1cccc(NC(=O)c2ccccc2Cl)c1
- energy relative to the best compared isomer or geometry (same formula, charge and spin) (kJ/mol) = 267.4
- LUMO energy (eV) = -0.61


No. 3
Entry from the OMol25 dataset: a structure of composition C21H20N4O2Pt at a distorted geometry (ωB97M-V with the def2-TZVPD basis set).

Cartesian coordinates (Å):
N (0.37887, -4.12514, -2.57356)
C (1.29413, -4.59799, -2.03547)
C (2.42589, -5.26137, -1.41263)
H (3.33019, -4.64436, -1.52141)
H (2.59871, -6.23566, -1.88886)
H (2.23277, -5.41423, -0.34003)
N (-3.52534, 0.14415, -0.12193)
C (-4.56426, 0.19229, -0.64040)
C (-5.97458, 0.25102, -0.97906)
H (-6.20099, -0.47068, -1.78634)
H (-6.22845, 1.27714, -1.30625)
H (-6.54176, -0.01027, -0.05917)
N (0.58506, 4.33417, -2.36828)
C (1.55203, 4.65547, -1.80746)
C (2.76743, 5.12471, -1.14232)
H (2.50958, 5.56140, -0.15418)
H (3.25419, 5.90242, -1.76976)
H (3.47275, 4.28175, -0.99072)
Pt (-0.92825, 0.07740, -1.20415)
C (-1.00440, 1.57698, -0.01756)
O (-0.92488, 2.50009, 0.65966)
C (-1.12295, -1.48782, -0.10761)
O (-1.12667, -2.45009, 0.51298)
C (-0.89565, -1.25816, -3.01333)
C (0.33724, -0.59283, -3.21240)
C (0.38453, 0.79013, -3.16181)
C (-0.80845, 1.51765, -2.93264)
C (-2.06498, 0.87780, -3.12620)
C (-2.11356, -0.52607, -3.17000)
H (-0.89495, -2.34165, -2.90697)
H (1.24092, -1.19465, -3.24990)
H (1.32502, 1.33394, -3.17031)
H (-0.74284, 2.59241, -2.75900)
H (-2.98709, 1.47336, -3.08826)
H (-3.06673, -1.06314, -3.15291)
N (0.87807, -0.08702, 1.05571)
C (1.04136, -0.13453, 2.21870)
C (1.41085, -0.18594, 3.58902)
C (2.74951, -0.07963, 3.96876)
C (3.12022, -0.11027, 5.31417)
C (2.13435, -0.26247, 6.28564)
C (0.78532, -0.38459, 5.92886)
C (0.42864, -0.34980, 4.57921)
H (3.50743, 0.05014, 3.18230)
H (4.17931, -0.01566, 5.59576)
H (2.40350, -0.28960, 7.33566)
H (-0.00033, -0.50922, 6.67882)
H (-0.61075, -0.43157, 4.26561)

Forces on the atoms, in the same order (eV/Å):
N 1.1472 0.0650 0.9873
C -1.2517 0.3260 -0.8994
C 0.4272 -0.0942 0.3279
H -0.2778 -0.2410 -0.0341
H -0.0819 0.2593 0.0996
H 0.0188 -0.0195 -0.3912
N 1.1781 -0.0320 -0.8377
C -0.7488 -0.0014 0.5928
C -0.0023 0.1469 -0.3218
H -0.0157 0.2227 0.4095
H 0.0206 -0.4400 0.2075
H 0.1909 0.0893 -0.4608
N 1.2366 -0.2413 1.0044
C -1.0718 -0.1182 -0.7793
C 0.3644 0.2152 0.2617
H 0.1498 -0.2043 -0.6573
H -0.3092 -0.4923 0.4032
H -0.3974 0.5335 -0.1587
Pt -0.4600 -0.1575 1.7967
C 0.2860 6.6050 3.8944
O -0.4179 -3.3103 -2.0960
C -0.2792 -6.5066 3.2574
O -0.1228 3.2227 -1.7604
C -0.4272 -0.5977 -2.6259
C -0.1721 -2.4185 0.2375
C -0.1593 2.4012 0.2496
C -0.1371 0.9612 -2.4727
C -0.0542 1.7457 0.0770
C 0.1865 -1.8096 0.1028
H 0.0860 -0.2027 -0.1129
H 0.0242 -0.0016 -0.0807
H 0.0163 -0.0078 -0.0453
H 0.0924 0.1577 -0.1258
H 0.4068 -0.2175 -0.1510
H 0.2905 0.1617 -0.1776
N 0.1663 -0.0951 2.7968
C 0.0080 0.1374 -3.3473
C -2.2100 -0.3552 1.4146
C 2.8884 0.3413 0.9478
C 0.6575 0.1125 -1.2081
C 1.7462 0.1308 0.7616
C -2.3003 -0.2050 -1.2309
C -0.4462 0.0506 -0.4632
H -0.2243 -0.0911 0.5174
H -0.6000 -0.0577 -0.1462
H 0.0690 0.0085 0.0390
H 0.3293 0.0465 -0.1129
H 0.1805 -0.0227 0.3104

- gap between HOMO and LUMO (spin up / spin down) (eV) = 7.385 / 3.366
- expectation value of S² = 6.04
- net charge = +4
- spin multiplicity = 5
- LUMO energy (spin up / spin down) (eV) = -13.14 / -17.63


No. 4
Entry from the OMol25 dataset: an isolated molecule of C21H20N4O2S (ωB97M-V with the def2-TZVPD basis set).

Cartesian coordinates (Å):
N (-0.48996, -1.02965, -1.27270)
C (-0.20013, -1.36512, 0.01233)
N (-0.90509, -0.65186, 0.93611)
C (-0.65744, -0.86830, 2.18555)
S (-1.47259, 0.10885, 3.38344)
C (-2.23236, 1.29865, 2.24327)
C (-1.12672, 1.88418, 1.36190)
O (-0.00846, 2.03156, 1.80058)
N (-1.50086, 2.25635, 0.10619)
C (-2.90585, 2.30514, -0.28070)
C (-3.13161, 3.04558, -1.59674)
C (-2.23200, 4.27807, -1.64796)
C (-0.82604, 3.76046, -1.66820)
C (0.13271, 4.21957, -2.55509)
C (1.39247, 3.64783, -2.58919)
C (1.68571, 2.58615, -1.75076)
C (0.73623, 2.10921, -0.86588)
C (-0.51827, 2.70428, -0.80818)
N (0.19184, -1.81098, 2.62056)
C (0.94469, -2.63094, 1.74481)
O (1.67533, -3.46970, 2.23000)
C (0.73144, -2.32754, 0.35636)
C (1.51923, -3.05512, -0.65093)
C (2.14737, -2.37501, -1.69426)
C (2.89098, -3.06462, -2.63424)
C (3.02248, -4.44022, -2.54676)
C (2.41438, -5.12152, -1.50542)
C (1.66949, -4.43732, -0.56338)
H (-1.29824, -0.45089, -1.41615)
H (-0.20699, -1.65633, -2.00618)
H (-2.67489, 2.07382, 2.86934)
H (-3.00129, 0.76932, 1.68832)
H (-3.29665, 1.28343, -0.37131)
H (-3.46622, 2.81745, 0.50934)
H (-4.18563, 3.31600, -1.66932)
H (-2.88694, 2.39954, -2.44267)
H (-2.43675, 4.87854, -2.53446)
H (-2.40475, 4.89924, -0.76484)
H (-0.11253, 5.03586, -3.21938)
H (2.13688, 4.02199, -3.27557)
H (2.65960, 2.12198, -1.78529)
H (0.96897, 1.28268, -0.21653)
H (0.35237, -1.94748, 3.61137)
H (2.07759, -1.29770, -1.74910)
H (3.37602, -2.52401, -3.43455)
H (3.60460, -4.97716, -3.28135)
H (2.52293, -6.19335, -1.42600)
H (1.20403, -4.96973, 0.25068)

Forces on the atoms, in the same order (eV/Å):
N -0.0083 -0.1170 0.0202
C 0.2050 -0.3374 0.1850
N -0.1457 0.0158 -0.0386
C -0.2477 0.0175 -0.2144
S -0.2231 0.1198 0.2896
C 0.3401 -0.5227 0.1704
C -0.1041 0.2584 0.2945
O 0.0678 0.1081 0.0473
N 0.0468 0.2299 -0.2429
C -0.4612 -0.1693 -0.0851
C 0.0170 0.1174 0.1823
C -0.0082 -0.1613 -0.0714
C -0.0500 0.0031 0.1225
C 0.0608 -0.0348 0.0126
C 0.0282 0.0539 -0.0802
C -0.0081 -0.0160 -0.0017
C -0.0044 -0.0489 -0.0225
C 0.3833 0.2116 -0.2719
N 0.0050 0.0480 0.1965
C -0.2593 0.2526 -0.0080
O 0.1759 -0.1736 0.1074
C -0.0413 0.1300 -0.0558
C 0.0410 -0.0605 -0.0713
C 0.0362 -0.0593 0.1197
C 0.0581 -0.0071 -0.1528
C 0.0620 -0.0115 -0.0627
C 0.0117 -0.0747 -0.0222
C -0.0417 0.0106 -0.0666
H -0.0117 -0.0085 0.0041
H -0.0199 0.0559 -0.0532
H -0.0219 -0.0065 0.0051
H 0.0003 0.1748 -0.0238
H -0.0465 0.0932 0.0625
H -0.0083 -0.0850 -0.1007
H -0.0268 -0.0906 0.0119
H -0.0449 0.0108 -0.0058
H 0.0274 0.0390 0.0405
H -0.0485 0.0607 0.0181
H -0.0405 0.0730 -0.0747
H 0.0706 0.0292 -0.0629
H 0.0966 -0.0449 0.0135
H 0.0270 -0.0343 0.0665
H 0.0496 -0.0158 -0.1508
H -0.0115 0.0872 -0.0077
H 0.0422 0.0352 -0.0530
H 0.0444 -0.0391 -0.0529
H 0.0049 -0.0847 0.0077
H -0.0185 -0.0324 0.0760

- gap between HOMO and LUMO (eV) = 8.347
- net charge = 0
- structure (SMILES) = Nc1nc(SCC(=O)N2CCCc3ccccc32)[nH]c(=O)c1-c1ccccc1
- energy relative to the best compared isomer or geometry (same formula, charge and spin) (kJ/mol) = 36.7
- LUMO energy (eV) = 0.43